No. 1
A molecular structure, C37H48As3IIrN2O7S at a distorted geometry. Source: OMol25; level of theory: wB97M-V/def2-TZVPD.

Computed properties:
<S²>	0.8061
total charge	+2
spin multiplicity	2
Kohn-Sham gap (alpha / beta)	0.1633 / 0.1754	Eh
E	-9581.70532	hartree
HOMO level (alpha / beta)	-12.67 / -12.67	eV

CARTESIAN COORDINATES (ANGSTROEM)
Ir  0.1546  0.1556  -0.3318
I  -3.9589  -5.9599  -5.5426
As  -0.9595  1.9756  -1.9942
As  -0.7941  1.7362  1.5509
As  -4.2925  4.4666  1.3190
S  2.0662  -0.2146  1.5264
O  -1.7930  -0.7364  -1.3579
O  -0.0176  -1.9919  -1.1876
O  -0.8407  -1.0780  1.4729
O  2.1982  0.9922  0.6293
O  -4.5381  -4.2043  1.2074
O  -4.9982  -5.5334  2.8349
O  0.8118  -1.6963  2.8284
N  1.8374  0.0338  -2.0415
N  -4.3351  -4.6786  2.3046
C  4.3089  -3.4755  -0.7344
C  -2.9056  -4.6231  4.3161
C  -0.8816  3.8382  -1.3119
C  -0.0600  2.3557  -3.7044
C  4.2306  1.0944  2.6418
C  0.1857  1.8754  3.2406
C  -5.0481  6.0888  0.5067
C  -1.8513  -2.8321  -2.4547
C  4.7887  -2.1734  -0.7266
C  3.3473  -0.7622  3.9116
C  5.2936  0.4109  4.6841
C  -3.8308  -3.6654  -3.5369
C  4.1085  -1.1839  -0.0378
C  -1.8035  -4.1196  4.9856
C  -1.1877  -1.8138  -1.6007
C  -3.0469  -4.6054  -4.1980
C  -0.3552  -1.7577  2.3999
C  -3.1858  -4.1647  3.0341
C  -1.6247  4.2369  -0.0280
C  -1.0781  -3.7820  -3.1188
C  -3.2282  -2.7784  -2.6659
C  3.3078  0.0764  2.8135
C  -1.2703  -2.7449  3.0849
C  -0.9780  -3.1950  4.3693
C  3.1482  -3.7961  -0.0492
C  -0.9457  3.7025  1.2343
C  -1.5852  5.7694  0.0573
C  -2.7642  1.7645  -2.7415
C  2.4686  -2.8163  0.6560
C  -2.5550  1.2982  2.2984
C  2.9524  -1.5218  0.6497
C  4.3492  -0.5898  4.8515
C  5.2427  1.2430  3.5768
C  -3.0747  3.7732  -0.1116
C  -1.6722  -4.6687  -3.9949
C  -5.8021  3.2561  0.9991
C  -2.3857  -3.2169  2.4117
H  -0.4125  2.4513  3.9534
H  -1.5797  -4.4547  5.9855
H  1.5931  0.3122  -2.9869
H  -5.5557  2.2385  1.2905
H  -5.9793  6.3279  1.0174
H  -5.2614  5.9180  -0.5481
H  2.1711  -0.9246  -2.0614
H  -3.5416  -5.3644  4.7743
H  -1.4810  4.0976  2.1101
H  -4.8993  -3.6403  -3.6895
H  -2.6246  -2.8686  1.4168
H  5.6851  -1.9225  -1.2718
H  2.6010  -1.5258  4.0316
H  4.3887  -1.2368  5.7124
H  -6.0665  3.2789  -0.0581
H  2.7626  -4.8032  -0.0575
H  1.5823  -3.0587  1.2154
H  4.4660  -0.1647  -0.0243
H  -1.0763  -5.4083  -4.5081
H  1.1482  2.3654  3.0923
H  -0.0004  1.4464  -4.3050
H  0.1861  4.0479  -1.1898
H  6.0770  0.5475  5.4130
H  -0.5652  6.1384  -0.0069
H  -6.6609  3.5829  1.5821
H  -2.1605  6.2157  -0.7508
H  0.3578  0.8816  3.6547
H  -2.0000  6.0991  1.0109
H  2.5973  0.6200  -1.7140
H  -1.2468  4.4620  -2.1360
H  -3.0670  2.2021  2.6387
H  -2.4050  0.6320  3.1455
H  -2.6947  1.0399  -3.5520
H  4.8428  -4.2429  -1.2727
H  -3.1002  2.6778  -0.0674
H  -3.4561  1.3719  -2.0035
H  4.1520  1.7594  1.7932
H  -0.6511  3.0945  -4.2507
H  -3.5017  4.0964  -1.0661
H  -4.3823  6.9417  0.6078
H  -3.8172  -2.0471  -2.1335
H  -3.1606  0.7674  1.5681
H  5.9903  2.0096  3.4358
H  -0.1054  -2.8144  4.8752
H  0.0796  4.0843  1.2653
H  -3.1140  2.7188  -3.1365
H  -0.0141  -3.8055  -2.9404
H  0.9378  2.7605  -3.5388

No. 2
A molecular structure, C37H48FN9O2ScSi. Source: OMol25; level of theory: wB97M-V/def2-TZVPD.

Computed properties:
total charge	+1
spin multiplicity	1
Kohn-Sham gap	0.2647	Eh
E	-3232.07672	hartree
HOMO level	-9.94	eV

CARTESIAN COORDINATES (ANGSTROEM)
Sc  0.1009  -0.3352  -0.1589
Si  1.2309  -3.4926  -1.2573
F  1.7395  0.8500  -1.3659
O  6.3366  -1.8048  2.4902
O  6.8049  0.5311  -0.7798
N  -1.4515  -1.0583  -1.8029
N  -4.1081  -2.5208  4.2939
N  5.6546  -0.9346  0.5226
N  -0.6841  1.7364  -1.2672
N  -1.8854  1.2380  1.2322
N  1.3971  -1.7436  -1.2270
N  -1.4339  -1.5023  1.2529
N  -1.4060  1.9123  2.1540
N  1.6624  -1.7606  1.6767
C  1.4818  -2.6880  2.6183
C  -3.5057  -2.4952  1.9663
C  -1.0818  -1.2060  -3.2385
C  1.7921  3.3178  3.1343
C  -6.0627  0.7312  1.3086
C  1.1538  -4.1229  -3.0327
C  6.9841  -0.4950  0.1730
C  -2.5928  -2.1326  1.0087
C  -3.2458  -2.1925  3.3109
C  2.6650  2.6701  2.2729
C  3.5876  -2.0185  -2.4401
C  2.5453  -1.2734  -1.8518
C  4.0283  -1.9736  2.0178
C  0.4482  3.0103  3.0606
C  0.8484  1.3354  1.2809
C  4.6907  -1.4037  -3.0203
C  2.1940  1.7143  1.3765
C  2.5222  -3.2823  3.3171
C  -0.3766  0.0020  -3.8255
C  -5.3825  0.9692  2.4970
C  2.9226  -1.4372  1.3834
C  3.8300  0.7542  -2.4789
C  -3.3104  1.1069  1.2944
C  3.8197  -2.9057  3.0254
C  5.4392  -1.5594  1.7051
C  -2.0419  -1.5208  3.5804
C  -5.3659  0.6950  0.1090
C  -0.5056  2.2573  -2.6386
C  0.0014  2.0579  2.1419
C  -0.3481  -4.1044  -0.4494
C  2.7602  0.1015  -1.9266
C  -3.9918  0.8761  0.1061
C  -1.1152  1.3383  -3.6841
C  4.8313  -0.0245  -3.0446
C  -4.0107  1.1598  2.4943
C  2.5848  -4.4141  -0.3390
C  -1.2021  -1.2019  2.5457
H  0.1159  -4.2103  -3.3641
H  3.7227  2.9024  2.2974
H  -2.1775  1.1785  -3.4582
H  -0.2218  -0.2222  -4.8825
H  -3.4666  1.3515  3.4085
H  4.9773  -0.9566  -0.2257
H  -0.2549  -5.1944  -0.4667
H  -0.2883  -0.6605  2.7498
H  -0.4589  -3.8046  0.5912
H  7.4690  -0.1400  1.0835
H  3.5406  -3.0973  -2.4594
H  -4.4159  -3.0004  1.6736
H  1.6737  -3.4793  -3.7432
H  3.0514  -0.7045  0.5993
H  -0.9450  3.2548  -2.7224
H  -1.0997  1.8708  -4.6360
H  -3.4496  0.8647  -0.8322
H  -0.1745  2.3349  -0.6187
H  -1.6570  1.8571  -1.0051
H  -2.8132  -2.3850  -0.0187
H  0.5637  2.3588  -2.8248
H  7.6680  0.7827  -1.1248
H  -3.9093  -2.2989  5.2524
H  -0.2821  3.5017  3.6911
H  -1.9801  -1.4348  -3.8197
H  3.8768  1.8345  -2.4551
H  -1.6873  -1.9934  -1.4838
H  -5.8930  0.5349  -0.8221
H  2.9397  1.2626  0.7297
H  5.4585  -2.0273  -3.4593
H  2.3075  -4.0254  4.0721
H  -0.4129  -2.0626  -3.3031
H  -1.7760  -1.2389  4.5907
H  0.4593  -2.9801  2.8266
H  2.1525  4.0537  3.8399
H  1.5934  -5.1199  -3.1084
H  7.5744  -1.3208  -0.2407
H  5.7010  0.4397  -3.4851
H  -5.9279  1.0121  3.4307
H  -4.9730  -2.9860  4.0889
H  -1.2742  -3.8847  -0.9843
H  -2.3157  -0.5271  -1.7346
H  3.6018  -4.1471  -0.6248
H  0.6208  0.0830  -3.3870
H  2.5028  -4.2874  0.7413
H  -7.1350  0.5888  1.3164
H  2.4571  -5.4800  -0.5485
H  4.6749  -3.3197  3.5424